Record 1
C6H8N3O | ωB97M-V/def2-TZVPD

Molecular weight = 138.150 g mol⁻¹
Largest force on an atom = 4.588 eV/Å
LUMO level = -3.97 eV
Energy above the lowest of the compared OMol25 structures with the same formula, charge and spin = 84.4 kJ/mol
Structure (SMILES) = [NH2+]=CNc1cccnc1O
HOMO-LUMO gap = 8.89 eV
Total charge = +1

Geometry as XYZ:
```
18
C6H8N3O, DFT ωB97M-V/def2-TZVPD
N -2.814 0.842 -0.102
C -2.542 -0.410 0.038
N -1.264 -0.796 0.050
C 0.087 -0.284 -0.035
C 0.989 -1.358 0.063
C 2.350 -1.161 -0.064
C 2.815 0.174 -0.026
N 1.993 1.205 -0.080
C 0.680 1.017 -0.085
O -0.060 2.162 0.096
H -2.058 1.486 -0.048
H -3.704 1.119 -0.396
H -3.367 -1.241 -0.036
H -1.297 -1.802 0.026
H 0.670 -2.293 0.186
H 3.123 -2.027 0.020
H 3.901 0.512 0.003
H 0.498 2.856 0.390
```

***

Record 2
C9H58N18O20 | ωB97M-V/def2-TZVPD

Molecular weight = 738.669 g mol⁻¹
Largest force on an atom = 3.487 eV/Å
LUMO level = 0.21 eV
HOMO-LUMO gap = 9.19 eV

Geometry as XYZ:
```
105
C9H58N18O20, DFT ωB97M-V/def2-TZVPD
O 2.294 0.555 -2.039
H 1.437 0.221 -1.775
H 2.671 0.885 -1.179
O -1.195 -5.341 -0.734
H -1.889 -4.768 -0.374
H -1.632 -6.142 -1.001
O -0.281 1.768 -1.527
H -0.560 1.472 -2.389
H -0.405 0.998 -0.875
O -1.149 4.424 -1.415
H -1.087 3.457 -1.459
H -0.477 4.843 -1.966
O -2.547 -2.338 3.192
H -2.895 -2.219 4.085
H -1.935 -1.621 3.011
O 0.958 3.283 0.584
H 0.633 3.224 -0.316
H 1.797 2.775 0.624
O -4.148 4.858 -2.374
H -3.244 5.136 -2.141
H -4.686 5.549 -2.871
O -2.268 -2.993 0.429
H -2.649 -2.349 -0.175
H -2.694 -2.790 1.293
O -0.289 -2.759 5.393
H -1.030 -2.736 4.754
H -0.790 -2.384 6.157
O 0.240 -0.615 -0.255
H 0.408 -1.561 -0.291
H 0.983 -0.211 0.227
O -3.974 2.125 -0.953
H -4.373 2.940 -1.252
H -3.789 1.668 -1.771
C -1.852 1.173 -3.999
O -2.661 0.600 -3.249
N -1.781 2.516 -4.160
N -0.764 0.571 -4.580
H -0.947 3.022 -4.378
H -2.573 3.070 -3.783
H -0.563 -0.369 -4.357
H -0.053 1.145 -5.034
C 2.270 0.749 4.891
O 3.368 1.303 5.018
N 1.813 -0.099 5.863
N 1.418 0.923 3.896
H 1.273 -0.955 5.697
H 2.443 -0.135 6.687
H 1.465 1.712 3.338
H 0.524 0.455 3.871
C -2.224 0.794 2.007
O -1.467 0.287 2.894
N -3.512 0.260 1.813
N -1.870 1.829 1.163
H -4.202 0.574 1.126
H -3.873 -0.250 2.596
H -0.887 2.101 1.018
H -2.508 2.033 0.372
C 3.461 0.043 1.254
O 2.710 0.816 0.701
N 3.425 -1.221 0.756
N 4.400 0.268 2.208
H 4.138 -1.795 1.093
H 2.745 -1.606 0.096
H 4.262 1.127 2.718
H 4.686 -0.552 2.644
C 3.275 -0.455 -6.280
O 3.762 -0.049 -7.347
N 3.155 0.370 -5.249
N 2.881 -1.781 -5.980
H 2.646 0.100 -4.364
H 3.709 1.193 -5.253
H 2.034 -1.990 -5.405
H 2.600 -2.260 -6.819
C -3.327 -0.616 6.126
O -2.995 -1.797 6.072
N -4.169 -0.133 7.092
N -2.808 0.423 5.344
H -4.746 0.664 6.835
H -4.578 -0.788 7.741
H -2.796 1.359 5.707
H -2.146 0.291 4.581
C 1.832 3.875 -3.463
O 0.673 3.464 -3.595
N 2.083 5.164 -3.764
N 2.885 3.093 -3.088
H 1.305 5.709 -4.102
H 2.864 5.636 -3.406
H 2.589 2.204 -2.567
H 3.810 3.483 -2.807
C 0.625 -2.695 -3.170
O 0.625 -1.947 -4.170
N -0.498 -3.214 -2.585
N 1.787 -2.974 -2.567
H -1.354 -2.988 -3.088
H -0.454 -4.065 -2.057
H 2.637 -2.908 -3.029
H 1.734 -3.635 -1.817
C 0.869 -3.974 1.563
O 1.152 -3.643 0.380
N 0.338 -5.169 1.857
N 1.182 -3.081 2.503
H -0.239 -5.385 2.644
H -0.041 -5.556 0.981
H 1.795 -2.303 2.284
H 1.203 -3.368 3.465
```

***

Record 3
C7H16F2N5P | ωB97M-V/def2-TZVPD

Molecular weight = 239.210 g mol⁻¹
Largest force on an atom = 4.800 eV/Å
LUMO level = -7.36 eV
Energy above the lowest of the compared OMol25 structures with the same formula, charge and spin = 0.0 kJ/mol
Structure (SMILES) = CC/[N+](C)=C1/NC(=[NH2+])N[C@@H](C(F)(F)P)N1
HOMO-LUMO gap = 9.10 eV
Total charge = +2

Geometry as XYZ:
```
31
C7H16F2N5P, DFT ωB97M-V/def2-TZVPD
C 2.243 -2.233 -0.383
C 2.453 -0.996 0.492
N 1.799 0.215 -0.074
C 2.603 0.904 -1.012
C 0.558 0.531 0.172
N 0.036 1.712 -0.344
C -1.164 2.121 0.115
N -1.589 3.375 -0.219
N -1.950 1.337 0.875
C -1.690 -0.094 1.100
C -2.392 -0.897 -0.070
F -3.714 -0.567 -0.032
F -1.951 -0.341 -1.208
P -2.237 -2.832 -0.077
N -0.252 -0.293 0.937
H 1.252 -2.143 -0.884
H 3.059 -2.260 -1.160
H 2.259 -3.205 0.214
H 2.153 -1.207 1.588
H 3.553 -0.696 0.406
H 3.400 1.387 -0.474
H 3.235 0.047 -1.586
H 2.198 1.620 -1.673
H 0.536 2.098 -1.144
H -2.442 3.764 0.210
H -0.806 4.163 -0.353
H -2.743 1.790 1.206
H -2.227 -0.383 2.101
H -3.253 -2.836 -1.085
H -3.133 -2.974 1.035
H 0.205 -1.108 1.328
```

***

Record 4
C12H20NSi | ωB97M-V/def2-TZVPD

Molecular weight = 206.385 g mol⁻¹
Largest force on an atom = 4.290 eV/Å
LUMO level = -2.60 eV
Energy above the lowest of the compared OMol25 structures with the same formula, charge and spin = 55.5 kJ/mol
HOMO-LUMO gap = 9.45 eV
Total charge = +1

Geometry as XYZ:
```
34
C12H20NSi, DFT ωB97M-V/def2-TZVPD
C -2.348 -0.236 -4.240
C -1.231 -0.951 -3.872
C -3.112 0.439 -3.340
C -0.795 -0.865 -2.614
C -2.707 0.521 -2.016
C -1.449 -0.022 -1.593
C 0.807 -1.583 1.975
C 2.133 -0.839 1.753
C -0.148 -1.753 0.777
C 1.390 1.042 0.430
C 3.073 1.438 2.288
C -1.698 0.958 1.462
N 1.916 0.657 1.702
Si -0.793 0.018 0.102
H -2.552 -0.065 -5.243
H -0.773 -1.662 -4.567
H -3.952 1.040 -3.605
H 0.070 -1.370 -2.312
H -3.258 1.290 -1.401
H 0.864 -2.658 2.374
H 0.412 -0.987 2.782
H 2.825 -0.898 2.611
H 2.781 -1.172 0.867
H 0.455 -2.369 -0.013
H -0.976 -2.417 0.866
H 1.096 2.066 0.477
H 2.024 1.015 -0.396
H 3.069 2.475 1.829
H 3.158 1.582 3.347
H 4.074 1.151 1.924
H -1.747 2.063 1.246
H -2.681 0.494 1.687
H -1.071 0.724 2.375
H 1.142 0.876 2.338
```

***

One value per record, in order, for HOMO: -12.9; -9.0; -16.5; -12.1 eV.